Entry 1:
C10HCl8N10Pd as an isolated structure at a distorted geometry. Source: the OMol25 dataset; level of theory: ωB97M-V/def2-TZVPD.

Structure (XYZ):
```
30
Properties=species:S:1:pos:R:3:nbo_charge:R:1
Pd -0.03 -0.12 -0.12 0.788
Cl -0.90 -1.60 1.54 0.108
C 0.83 -1.86 1.64 -0.074
C 1.50 -1.16 0.65 -0.191
C 2.87 -1.31 0.58 0.014
Cl 3.76 -0.47 -0.63 0.044
C 3.53 -2.16 1.48 -0.110
Cl 5.23 -2.40 1.35 0.044
C 2.82 -2.81 2.49 -0.090
Cl 3.64 -3.81 3.63 0.039
C 1.44 -2.65 2.59 -0.093
Cl 0.52 -3.41 3.83 0.044
N 1.61 3.03 -0.27 -0.602
C 1.54 2.21 -1.36 0.454
N 2.04 2.52 -2.55 -0.398
N 1.78 1.45 -3.34 -0.106
N 1.16 0.54 -2.68 -0.127
N 1.00 0.98 -1.41 -0.405
C 1.09 2.78 0.99 0.409
N 1.26 3.59 2.03 -0.407
N 0.61 2.97 3.04 -0.135
N 0.09 1.86 2.62 -0.158
N 0.37 1.71 1.31 -0.529
H 2.09 3.91 -0.39 0.419
Cl -4.58 2.77 0.31 0.154
C -3.75 2.31 -1.12 -0.129
Cl -3.54 3.52 -2.31 0.161
Cl -5.11 0.98 -2.00 -0.152
C -2.64 1.41 -0.94 0.290
N -1.84 0.60 -0.86 -0.263
```

Multiplicity = 1
LUMO = -0.02 eV
Kohn-Sham gap = 4.837 eV
Total charge = -1
E_tot = -128944.4725 eV
Relative energy (zero: lowest compared OMol25 entry of this formula, charge and spin) = 44.8 kJ/mol
HOMO energy = -4.9 eV

=====

Entry 2:
A 6-piece molecular cluster, H12O6 overall at a distorted geometry. Source: the OMol25 dataset; level of theory: ωB97M-V/def2-TZVPD.

Structure (XYZ):
```
18
Properties=species:S:1:pos:R:3:nbo_charge:R:1
O 0.40 0.11 -0.98 -0.975
H -0.50 -0.10 -0.73 0.502
H 0.37 0.90 -1.48 0.490
O -0.17 3.22 -0.80 -0.954
H 0.02 2.77 -0.01 0.479
H -1.08 3.47 -0.83 0.476
O 0.46 -0.35 2.41 -0.953
H 1.05 -0.71 1.73 0.474
H 0.89 -0.49 3.31 0.478
O -2.29 -0.73 -0.11 -0.933
H -2.94 -0.46 -0.71 0.472
H -2.42 -1.68 -0.08 0.473
O 2.42 0.91 0.54 -0.991
H 1.64 0.48 0.17 0.490
H 2.45 1.89 0.32 0.470
O 0.10 -3.26 -1.22 -0.926
H -0.79 -3.47 -0.87 0.453
H 0.38 -2.52 -0.63 0.474
```

Multiplicity = 1
SMILES = O.O.O.O.O.O
LUMO = 0.06 eV
Kohn-Sham gap = 10.604 eV
E_tot = -12479.4053 eV
Relative energy (zero: lowest compared OMol25 entry of this formula, charge and spin) = 164.8 kJ/mol
HOMO energy = -10.5 eV

=====

Entry 3:
One molecule with the formula C5H6OS2 at a distorted geometry. Source: the OMol25 dataset; level of theory: ωB97M-V/def2-TZVPD.

Structure (XYZ):
```
14
Properties=species:S:1:pos:R:3:nbo_charge:R:1
C 0.41 0.26 1.16 -0.427
C 1.04 -0.13 -0.21 -0.428
C 0.01 -0.41 -1.35 -0.520
C -1.27 -0.56 -0.54 -0.180
C -1.06 -0.35 0.98 0.496
H 0.09 2.24 0.40 0.109
H 1.06 -0.24 1.98 0.263
H 1.72 0.72 -0.46 0.231
H 1.80 -1.13 -0.14 0.223
H 0.09 0.58 -1.96 0.248
H 0.05 -1.18 -2.24 0.278
O -1.86 -0.66 1.87 -0.454
S 0.64 2.10 1.59 0.016
S -2.71 -1.24 -1.09 0.145
```

Multiplicity = 1
SMILES = O=C1C(=S)CC[C@H]1S
LUMO = -1.77 eV
Kohn-Sham gap = 7.320 eV
E_tot = -28997.4968 eV
Relative energy (zero: lowest compared OMol25 entry of this formula, charge and spin) = 237.3 kJ/mol
HOMO energy = -9.1 eV

=====

Entry 4:
One molecule with the formula C8H14N2O3S at a distorted geometry. Source: the OMol25 dataset; level of theory: ωB97M-V/def2-TZVPD.

Structure (XYZ):
```
28
Properties=species:S:1:pos:R:3:nbo_charge:R:1
C -0.63 1.60 -0.20 0.375
C 0.75 -1.33 1.17 0.875
C -2.03 0.04 -1.18 -0.273
C -1.12 2.95 -0.45 -0.706
C -1.85 0.44 -2.67 -0.674
C -3.35 0.07 -0.42 -0.666
C 4.34 -1.17 1.62 -0.628
C 2.95 -1.57 2.29 -0.056
N 0.03 0.87 0.54 -0.190
N -0.01 -0.44 0.54 -0.437
O 0.62 -2.51 0.94 -0.622
O -0.16 -1.45 -1.84 -0.958
O 1.93 -0.77 1.57 -0.530
S -1.10 -1.41 -0.73 1.385
H -0.52 3.73 0.08 0.252
H -2.24 3.01 -0.05 0.243
H -1.18 3.08 -1.51 0.246
H -2.48 -0.28 -3.22 0.210
H -0.83 0.14 -2.98 0.268
H -2.08 1.51 -2.74 0.208
H -3.59 1.18 -0.31 0.209
H -3.03 -0.20 0.52 0.216
H -4.05 -0.56 -0.92 0.221
H 4.26 -1.27 0.59 0.219
H 4.48 -0.18 1.93 0.209
H 5.31 -1.69 1.86 0.218
H 2.85 -1.22 3.39 0.181
H 2.73 -2.58 2.19 0.200
```

Multiplicity = 1
LUMO = 0.36 eV
Kohn-Sham gap = 8.567 eV
E_tot = -28475.4732 eV
Relative energy (zero: lowest compared OMol25 entry of this formula, charge and spin) = 599.1 kJ/mol
HOMO energy = -8.2 eV

=====

Entry 5:
An isolated ion of composition C46H59N4O9 and charge +1. Source: the OMol25 dataset; level of theory: ωB97M-V/def2-TZVPD.

Structure (XYZ):
```
118
Properties=species:S:1:pos:R:3:nbo_charge:R:1
C 5.24 5.52 -3.94 -0.613
H 5.36 4.51 -3.55 0.200
H 4.63 5.47 -4.84 0.205
C 4.63 6.45 -2.90 -0.411
H 4.43 7.42 -3.38 0.200
H 5.35 6.63 -2.10 0.212
C 3.33 5.97 -2.23 0.269
O 2.87 7.02 -1.39 -0.732
H 2.53 7.74 -1.94 0.470
C 2.27 5.63 -3.29 -0.252
N 0.98 5.23 -2.72 -0.458
C 0.18 4.43 -3.65 -0.199
H 0.80 4.10 -4.49 0.180
H -0.60 5.09 -4.05 0.193
C -0.54 3.17 -3.11 -0.443
C 0.37 1.99 -2.91 -0.122
C 1.00 1.48 -1.80 0.282
N 1.79 0.41 -2.19 -0.566
C 1.68 0.21 -3.53 0.107
C 2.26 -0.74 -4.36 -0.235
C 1.95 -0.69 -5.70 -0.214
C 1.07 0.27 -6.21 -0.238
C 0.48 1.21 -5.39 -0.208
C 0.78 1.19 -4.02 -0.036
H -0.19 1.94 -5.79 0.212
H 0.85 0.27 -7.26 0.215
H 2.39 -1.41 -6.38 0.216
H 2.95 -1.48 -3.97 0.211
H 2.39 -0.10 -1.57 0.415
C 1.12 1.88 -0.35 -0.203
C 1.10 0.60 0.50 -0.132
C 0.16 -0.35 0.11 -0.188
C -0.02 -1.50 0.84 -0.063
C 0.73 -1.74 1.98 0.284
C 1.67 -0.81 2.40 -0.418
C 1.85 0.37 1.67 0.429
O 2.72 1.33 2.05 -0.503
C 3.47 1.17 3.24 -0.255
H 4.07 2.07 3.32 0.213
H 2.83 1.08 4.12 0.181
H 4.13 0.30 3.18 0.181
H 2.23 -0.99 3.30 0.233
N 0.34 -2.91 2.60 -0.456
C 1.27 -3.63 3.45 -0.422
H 1.09 -3.38 4.49 0.210
H 2.30 -3.38 3.19 0.201
H 1.13 -4.70 3.32 0.228
C -0.53 -3.64 1.69 -0.002
H 0.04 -4.43 1.17 0.218
C -1.03 -2.59 0.65 -0.073
C -2.44 -2.03 0.93 -0.034
N -3.33 -2.77 0.00 -0.401
C -4.66 -2.17 -0.12 -0.250
C -5.22 -1.87 1.24 -0.225
C -4.47 -1.82 2.33 -0.141
C -2.98 -2.06 2.37 -0.047
C -2.76 -3.44 3.05 0.048
O -3.92 -4.27 2.95 -0.533
C -3.47 -5.47 2.36 0.761
O -2.70 -6.19 3.28 -0.543
C -4.61 -6.29 1.81 -0.645
H -5.26 -5.66 1.21 0.224
H -5.17 -6.69 2.65 0.254
H -4.20 -7.10 1.21 0.242
H -2.51 -3.29 4.11 0.239
C -1.71 -4.33 2.36 0.182
O -2.53 -5.01 1.40 -0.555
H -3.38 -3.73 0.39 0.475
C -1.44 -5.51 3.34 0.739
O -1.18 -5.08 4.61 -0.711
O -0.44 -6.30 2.80 -0.539
C -0.21 -7.55 3.47 -0.273
H 0.31 -7.39 4.42 0.178
H -1.16 -8.07 3.63 0.197
H 0.42 -8.12 2.79 0.215
C -2.33 -0.97 3.24 -0.406
C -2.53 0.45 2.72 -0.619
H -2.21 1.15 3.48 0.226
H -1.94 0.65 1.83 0.214
H -3.58 0.64 2.50 0.210
H -2.77 -1.04 4.23 0.214
H -1.26 -1.18 3.33 0.227
H -4.93 -1.62 3.29 0.230
H -6.28 -1.68 1.28 0.237
H -5.32 -2.86 -0.66 0.234
H -4.58 -1.25 -0.70 0.233
C -2.54 -2.83 -1.25 -0.217
H -2.96 -3.57 -1.94 0.236
H -2.57 -1.85 -1.73 0.226
C -1.13 -3.17 -0.78 -0.423
H -0.99 -4.25 -0.76 0.232
H -0.38 -2.74 -1.43 0.254
H -2.46 -0.98 0.60 0.257
H -1.28 -5.82 5.23 0.498
H -0.44 -0.15 -0.76 0.238
C -0.17 2.50 0.20 0.848
O -1.28 2.18 -0.17 -0.644
O 0.07 3.29 1.23 -0.518
C -1.04 3.92 1.86 -0.267
H -1.96 3.38 1.63 0.208
H -0.85 3.93 2.93 0.198
H -1.12 4.95 1.49 0.201
C 2.35 2.79 -0.19 -0.382
H 3.25 2.18 -0.22 0.213
C 2.40 3.82 -1.33 -0.239
C 3.59 4.77 -1.28 -0.413
H 4.51 4.26 -1.56 0.207
H 3.72 5.18 -0.28 0.223
H 2.47 3.26 -2.27 0.202
C 1.15 4.70 -1.39 -0.228
H 0.25 4.17 -1.10 0.193
H 1.28 5.54 -0.70 0.224
H 2.31 3.30 0.77 0.240
H -1.26 2.89 -3.89 0.223
H -1.12 3.39 -2.22 0.231
H 2.10 6.51 -3.92 0.196
H 2.68 4.84 -3.94 0.184
H 6.23 5.89 -4.22 0.219
```

Multiplicity = 1
LUMO = -1.90 eV
Kohn-Sham gap = 7.448 eV
Total charge = +1
E_tot = -73042.6006 eV
Relative energy (zero: lowest compared OMol25 entry of this formula, charge and spin) = 125.8 kJ/mol
HOMO energy = -9.3 eV

=====

Entry 6:
One molecule with the formula C5H5N at a distorted geometry. Source: the OMol25 dataset; level of theory: ωB97M-V/def2-TZVPD.

Structure (XYZ):
```
11
Properties=species:S:1:pos:R:3:nbo_charge:R:1
C 1.84 -0.12 -1.17 -0.145
C 0.57 -0.32 -1.44 -0.177
C 0.60 0.54 1.12 -0.154
C -1.53 -0.16 1.29 -0.061
C 0.84 -0.08 -0.02 -0.029
N -0.64 0.56 1.76 -0.381
H 2.83 -0.25 -1.55 0.233
H -0.24 -0.64 -2.15 0.237
H 1.36 0.92 1.74 0.197
H -1.48 -1.10 0.74 0.131
H -2.51 -0.04 1.56 0.149
```

Multiplicity = 1
SMILES = C=NC=C1C=C1
LUMO = 0.97 eV
Kohn-Sham gap = 8.961 eV
E_tot = -6751.0877 eV
Relative energy (zero: lowest compared OMol25 entry of this formula, charge and spin) = 465.1 kJ/mol
HOMO energy = -8.0 eV